A single C6H5IN2O molecule in a non-equilibrium geometry. Source: the Open Molecules 2025 dataset; level of theory: wB97M-V/def2-TZVPD.

Geometry as XYZ:
```
15
Properties=species:S:1:pos:R:3
N 2.79457 1.34737 -1.84351
C 2.26234 1.18614 -0.85044
C 1.50138 1.04354 0.39765
N 0.99787 2.36870 0.94531
I 0.32254 2.21412 2.93679
C 0.40629 0.01735 0.09047
C -0.46615 -0.15506 -0.99254
C -1.04485 -1.42691 -0.73373
C -0.65176 -1.81862 0.52703
O 0.25615 -0.91857 1.00531
H 2.10892 0.60247 1.23985
H 0.32929 2.96819 0.40910
H -0.61302 0.39789 -1.92672
H -1.74205 -1.93396 -1.51009
H -0.64466 -2.63782 1.10435
```

ΔE to the lowest compared entry with this formula, charge and spin   0.0 kcal/mol
Frontier orbital gap   8.16 eV
Highest occupied orbital energy   -0.32631 hartree
Calculated total energy   -19428.515 eV
SMILES string   N#C[C@@H](NI)c1ccco1
LUMO level   -0.72 eV

These are the Löwdin partial charges, in e, on atoms 1 to 4:
1 N 0.173
2 C -0.183
3 C -0.365
4 N -0.458

***

A single C6H5N molecule in a non-equilibrium geometry. Source: the Open Molecules 2025 dataset; level of theory: wB97M-V/def2-TZVPD.

Geometry as XYZ:
```
12
Properties=species:S:1:pos:R:3
C -0.78110 -0.93319 -1.16820
C 0.58609 -0.37443 -1.09390
C -2.07478 -0.24489 1.17507
C -1.40081 -0.63458 -0.01481
C -0.73595 0.09980 1.08104
C 1.05189 0.38370 -0.15529
N 1.99749 1.12732 0.59929
H -1.17387 -1.24779 -2.02932
H 1.17733 -0.73243 -1.99843
H -2.98995 -0.17015 1.77133
H 1.82409 2.14309 0.56092
H 2.51957 0.58354 1.27230
```

ΔE to the lowest compared entry with this formula, charge and spin   141.3 kcal/mol
Frontier orbital gap   8.30 eV
Highest occupied orbital energy   -0.28023 hartree
Calculated total energy   -7785.667 eV
LUMO level   0.68 eV

These are the Löwdin partial charges, in e, on atoms 1 to 4:
1 C -0.111
2 C -0.121
3 C 0.005
4 C -0.282

***

A single C6H5N molecule in a non-equilibrium geometry. Source: the Open Molecules 2025 dataset; level of theory: wB97M-V/def2-TZVPD.

Geometry as XYZ:
```
12
Properties=species:S:1:pos:R:3
C 1.75108 2.60997 -0.53768
C 1.06400 1.61241 -0.60564
C 0.07394 0.60819 -0.66563
N 0.35730 -0.68219 -0.83896
C -0.48678 -1.60325 -0.29672
C -1.09780 -1.26949 0.94257
C -1.57735 -1.11846 2.05056
H 2.39208 3.45873 -0.49340
H -0.96662 0.85962 -0.48982
H 1.25254 -0.97405 -1.25847
H -0.76259 -2.49943 -0.83603
H -1.99979 -1.00205 3.02922
```

ΔE to the lowest compared entry with this formula, charge and spin   108.8 kcal/mol
Frontier orbital gap (spin up / spin down)   6.90 / 7.37 eV
Highest occupied orbital energy (spin up / spin down)   -0.25692 / -0.26648 hartree
Calculated total energy   -7787.078 eV
LUMO level (spin up / spin down)   -0.09 / 0.12 eV

These are the Löwdin partial charges, in e, on atoms 1 to 4:
1 C 0.108
2 C -0.135
3 C -0.160
4 N -0.022

***

A single C6H5N molecule. Source: the Open Molecules 2025 dataset; level of theory: wB97M-V/def2-TZVPD.

Geometry as XYZ:
```
12
Properties=species:S:1:pos:R:3
C -0.67242 0.20052 -1.47390
C -1.92937 0.43232 -1.69739
C -0.20912 1.12135 -0.35326
N -0.72590 1.04375 1.01121
C 0.59470 0.48924 0.73648
C 0.79903 -0.94357 0.71415
C 0.96858 -2.13658 0.69953
H 0.00584 -0.51342 -1.94621
H 0.04000 2.13715 -0.65356
H -1.41414 0.30081 1.10112
H 1.41927 1.06187 1.15007
H 1.12353 -3.19344 0.71176
```

ΔE to the lowest compared entry with this formula, charge and spin   131.8 kcal/mol
Frontier orbital gap   9.46 eV
Highest occupied orbital energy   -0.36246 hartree
Calculated total energy   -7786.081 eV
LUMO level   -0.41 eV

These are the Löwdin partial charges, in e, on atoms 1 to 4:
1 C -0.225
2 C 0.202
3 C -0.307
4 N 0.076

***

A gas-phase ion, C6H5N2O2S (charge -1) in a non-equilibrium geometry. Source: the Open Molecules 2025 dataset; level of theory: wB97M-V/def2-TZVPD.

Geometry as XYZ:
```
16
Properties=species:S:1:pos:R:3
C -1.55976 -0.88550 0.12099
C -0.22180 -1.31589 0.14004
C -1.87607 0.52867 -0.06418
C -0.92798 1.45944 -0.03675
C 1.98911 -0.63578 -0.09010
C 3.29173 -0.41820 -0.19511
N 0.74435 -0.41323 0.01264
N -3.34491 0.78607 -0.22295
O 3.97585 -0.33964 -1.17416
O 3.87650 -0.23931 1.15892
S -0.13033 2.75164 -0.04057
H -2.40933 -1.58309 0.34026
H -0.00005 -2.36669 0.28240
H 3.76979 0.70241 1.26742
H -3.67339 0.17733 -0.95263
H -3.50371 1.79175 -0.54622
```

Net charge   -1
ΔE to the lowest compared entry with this formula, charge and spin   75.1 kcal/mol
Frontier orbital gap   5.90 eV
Highest occupied orbital energy   -0.10011 hartree
Calculated total energy   -24210.311 eV
LUMO level   3.17 eV

These are the Löwdin partial charges, in e, on atoms 1 to 4:
1 C -0.075
2 C -0.205
3 C -0.416
4 C -0.713

***

A gas-phase ion, C6H5N2O3 (charge -1) in a non-equilibrium geometry. Source: the Open Molecules 2025 dataset; level of theory: wB97M-V/def2-TZVPD.

Geometry as XYZ:
```
16
Properties=species:S:1:pos:R:3
N -0.63643 2.07344 0.84497
C -1.32011 1.22817 0.44588
N -2.01537 0.40089 -0.31517
O -3.22379 0.89050 -0.51993
C -1.72827 -0.93091 -0.57412
C -0.77631 -1.67687 -0.04452
C 0.41637 -1.38025 0.71743
C 1.28878 -0.39829 0.62773
C 1.88528 0.54118 -0.06598
O 1.77857 1.89440 0.28162
O 2.86335 0.39100 -1.04553
H -2.44141 -1.48122 -1.14793
H -0.68593 -2.76173 -0.27834
H 0.56452 -1.98654 1.66475
H 0.81699 1.95965 0.62509
H 3.21375 1.23659 -1.21594
```

Net charge   -1
ΔE to the lowest compared entry with this formula, charge and spin   75.3 kcal/mol
Frontier orbital gap   6.23 eV
Highest occupied orbital energy   -0.10190 hartree
Calculated total energy   -15421.321 eV
SMILES string   N#CN([O-])/C=C\C=C=C(O)O
LUMO level   3.46 eV

These are the Löwdin partial charges, in e, on atoms 1 to 4:
1 N 0.154
2 C -0.204
3 N -0.284
4 O -0.267

***

A single C6H5N3 molecule in a non-equilibrium geometry. Source: the Open Molecules 2025 dataset; level of theory: wB97M-V/def2-TZVPD.

Geometry as XYZ:
```
14
Properties=species:S:1:pos:R:3
N 4.25317 -1.43184 -0.22196
C 3.10989 -1.37942 0.06794
C 1.86140 -0.92548 0.17221
C 0.62031 -1.38453 0.12139
C -0.38379 -0.36851 -0.15202
C 0.37568 0.99033 -0.39697
N 1.74107 0.77987 -0.12401
C 2.79595 1.60673 0.09914
N 3.76984 2.23487 0.12783
H 0.22317 -2.38785 0.29781
H -1.09592 -0.73043 -0.85653
H -0.90118 -0.19176 0.73837
H 0.08837 1.20139 -1.47055
H -0.03223 1.78062 0.27437
```

ΔE to the lowest compared entry with this formula, charge and spin   83.0 kcal/mol
Frontier orbital gap   8.96 eV
Highest occupied orbital energy   -0.33646 hartree
Calculated total energy   -10769.627 eV
SMILES string   N#CC1=CCCN1C#N
LUMO level   -0.20 eV

These are the Löwdin partial charges, in e, on atoms 1 to 4:
1 N 0.208
2 C -0.191
3 C -0.106
4 C -0.026

***

A molecular structure, C6H5N3O2S in a non-equilibrium geometry. Source: the Open Molecules 2025 dataset; level of theory: wB97M-V/def2-TZVPD.

Geometry as XYZ:
```
17
Properties=species:S:1:pos:R:3
C 1.71977 2.20800 0.27987
C -2.41743 0.10095 -0.50714
C -1.66886 0.08304 0.62850
C -1.59598 -0.27213 -1.69525
C 0.65150 1.45894 0.73247
C 0.74826 -1.59628 0.61926
N 2.70762 2.73423 0.07136
N -0.31329 -0.29064 -1.57110
N 1.97500 -1.46282 0.17315
O 2.82633 -2.26447 0.28151
O 2.03965 -0.33860 -0.46951
S 0.10483 -0.00625 0.05186
H -3.51663 0.20103 -0.45413
H -1.91525 0.15801 1.61660
H -1.92352 -0.51985 -2.71694
H 0.17168 1.91036 1.51174
H 0.40631 -2.10353 1.44776
```

ΔE to the lowest compared entry with this formula, charge and spin   176.1 kcal/mol
Frontier orbital gap (spin up / spin down)   6.92 / 6.92 eV
Highest occupied orbital energy (spin up / spin down)   -0.31212 / -0.31214 hartree
Calculated total energy   -25693.448 eV
LUMO level (spin up / spin down)   -1.57 / -1.57 eV

These are the Löwdin partial charges, in e, on atoms 1 to 4:
1 C -0.359
2 C -0.076
3 C -0.094
4 C -0.153